Entry 1:
This record from the Open Molecules 2025 dataset describes an isolated molecule of C18H21N5O6 in a non-equilibrium geometry. The level of theory is ωB97M-V/def2-TZVPD.

SMILES = CCC(=O)N1C[C@@]2(CC(c3cccc([N+](=O)[O-])c3)=NO2)C[C@@H]1C(=O)NCC(N)=O
LUMO energy = -0.031 Eh

```
! wB97M-V def2-TZVPD RIJCOSX def2/J DEFGRID3
* xyz 0 1
C 3.205 -1.126 4.637
C 2.075 -0.703 3.717
C 2.461 0.404 2.722
O 3.600 0.843 2.753
N 1.641 0.635 1.634
C 0.296 0.082 1.489
C -0.217 0.684 0.189
C -1.669 1.141 0.248
C -2.238 0.584 -1.005
C -3.627 0.768 -1.443
C -4.615 1.120 -0.529
C -5.923 1.151 -0.957
C -6.247 0.904 -2.329
C -5.248 0.581 -3.269
N -5.526 0.301 -4.654
O -6.681 0.149 -5.014
O -4.597 0.238 -5.455
C -3.953 0.458 -2.789
N -1.310 -0.192 -1.666
O -0.137 -0.250 -0.906
C 0.694 1.904 -0.041
C 2.062 1.527 0.530
C 3.012 0.900 -0.500
O 2.971 1.194 -1.696
N 3.806 -0.174 -0.081
C 4.240 -1.254 -0.967
C 3.615 -2.566 -0.484
N 3.411 -3.660 -1.259
O 3.243 -2.703 0.677
H 4.042 -1.396 3.993
H 3.506 -0.311 5.272
H 2.896 -1.984 5.280
H 1.841 -1.610 3.134
H 1.199 -0.403 4.309
H 0.316 -1.008 1.450
H -0.324 0.357 2.312
H -2.240 0.761 1.114
H -1.767 2.232 0.245
H -4.340 1.338 0.508
H -6.764 1.404 -0.283
H -7.289 1.000 -2.608
H -3.188 0.145 -3.491
H 0.687 2.151 -1.138
H 0.293 2.772 0.472
H 2.557 2.458 0.862
H 3.774 -0.422 0.904
H 3.974 -1.068 -2.008
H 5.331 -1.260 -0.957
H 3.791 -3.565 -2.192
H 3.363 -4.532 -0.729
*
```

---

Entry 2:
This record from the Open Molecules 2025 dataset describes a structure of composition C18H21N7O2ReS3. The level of theory is ωB97M-V/def2-TZVPD.

expectation value of S² = 0.758
LUMO energy (alpha / beta) = -0.269 / -0.271 Eh

```
! wB97M-V def2-TZVPD RIJCOSX def2/J DEFGRID3
* xyz 2 2
Re 0.323 0.304 -0.168
N 3.039 -3.552 -6.610
C 2.390 -2.740 -5.769
C 3.095 -1.967 -4.813
C 2.418 -1.141 -3.955
C 1.024 -1.043 -4.031
C 0.311 -1.799 -4.971
C 0.979 -2.637 -5.820
S 0.103 -0.047 -2.982
O -1.034 0.519 -3.622
O 0.991 0.891 -2.214
N -0.400 -0.889 -1.625
C -1.766 -0.833 -1.325
N -1.845 0.017 -0.285
C -3.032 0.216 0.284
C -4.137 -0.423 -0.251
C -3.942 -1.257 -1.348
N -2.744 -1.485 -1.890
H 4.040 -3.624 -6.597
H 2.545 -4.091 -7.298
H 4.173 -2.032 -4.767
H 2.965 -0.565 -3.223
H -0.765 -1.715 -5.031
H 0.430 -3.218 -6.546
H -3.078 0.880 1.138
H -5.122 -0.280 0.166
H -4.778 -1.771 -1.806
S 0.286 0.281 2.133
C -0.143 1.985 1.907
C -0.446 3.007 2.790
C -0.775 4.237 2.239
C -0.781 4.422 0.858
C -0.438 3.366 0.034
N -0.110 2.186 0.568
H -0.445 2.840 3.857
H -1.042 5.058 2.889
H -1.051 5.374 0.427
H -0.410 3.434 -1.046
C 4.654 2.104 -2.162
N 3.646 1.292 -1.489
C 3.782 0.432 -0.494
S 2.508 -0.716 -0.084
N 4.849 0.301 0.276
C 6.030 1.145 0.413
H 4.348 2.204 -3.201
H 5.622 1.613 -2.142
H 4.728 3.098 -1.723
H 2.737 1.275 -1.931
H 4.774 -0.452 0.944
H 6.838 0.808 -0.235
H 6.357 1.075 1.448
H 5.785 2.181 0.207
*
```

---

Entry 3:
This record from the Open Molecules 2025 dataset describes an isolated molecule of C18H21NO4 in a non-equilibrium geometry. The level of theory is ωB97M-V/def2-TZVPD.

SMILES = CCOC(=O)c1oc2ccccc2c1NC(=O)C1CCCCC1
LUMO energy = 0.006 Eh

```
! wB97M-V def2-TZVPD RIJCOSX def2/J DEFGRID3
* xyz 0 1
C -2.573 4.254 -2.699
C -2.318 2.849 -2.189
O -1.028 2.821 -1.579
C -0.682 1.685 -0.981
O -1.401 0.696 -0.936
C 0.633 1.714 -0.380
O 1.427 2.824 -0.448
C 2.565 2.512 0.201
C 3.661 3.344 0.384
C 4.732 2.833 1.086
C 4.715 1.530 1.591
C 3.633 0.700 1.412
C 2.533 1.191 0.704
C 1.252 0.682 0.312
N 0.618 -0.520 0.511
C 1.066 -1.692 1.055
O 2.180 -1.860 1.497
C 0.010 -2.784 1.048
C -0.311 -3.229 -0.386
C -1.530 -4.144 -0.363
C -2.791 -3.373 0.053
C -2.452 -2.116 0.862
C -1.273 -2.365 1.800
H -1.811 4.532 -3.422
H -2.543 4.961 -1.875
H -3.549 4.298 -3.173
H -3.067 2.548 -1.448
H -2.337 2.117 -3.006
H 3.658 4.347 -0.012
H 5.601 3.452 1.249
H 5.575 1.170 2.134
H 3.621 -0.307 1.793
H -0.326 -0.511 0.126
H 0.465 -3.632 1.571
H -0.514 -2.371 -1.029
H 0.551 -3.756 -0.799
H -1.676 -4.594 -1.346
H -1.338 -4.956 0.342
H -3.356 -3.076 -0.831
H -3.433 -4.029 0.644
H -3.321 -1.821 1.453
H -2.236 -1.289 0.185
H -1.081 -1.470 2.397
H -1.550 -3.161 2.494
*
```

---

Entry 4:
This record from the Open Molecules 2025 dataset describes a cluster of 3 separate species, C18H21O12P in total in a non-equilibrium geometry. The level of theory is ωB97M-V/def2-TZVPD.

SMILES = O=CO[C@H](CCCCO)[PH2]=O.O=C1C=C(O)C(=O)C=C1O.O=C1C=C(O)C(=O)C=C1O
LUMO energy = -0.057 Eh

```
! wB97M-V def2-TZVPD RIJCOSX def2/J DEFGRID3
* xyz 0 1
O -0.926 3.261 0.588
C -0.635 2.160 1.336
O 0.286 1.143 0.818
C -0.368 -0.142 0.541
C -1.947 -0.240 0.958
C -2.624 -1.742 0.668
C -3.894 -1.980 1.722
C -5.004 -0.768 1.656
O -5.330 -0.387 0.242
P 0.756 -1.509 1.270
O 2.124 -1.448 0.418
H -1.116 2.106 2.415
H -0.327 -0.286 -0.643
H -2.165 -0.038 2.109
H -2.572 0.490 0.249
H -1.884 -2.626 0.864
H -2.952 -1.805 -0.460
H -3.391 -2.061 2.798
H -4.409 -3.043 1.551
H -4.556 0.194 2.195
H -5.953 -1.134 2.238
H -4.780 0.458 0.114
H 1.080 -1.242 2.661
H 0.266 -2.853 1.112
O 5.523 -4.283 1.117
C 4.689 -5.116 0.779
C 3.247 -4.827 0.774
C 2.365 -5.762 0.417
O 1.008 -5.497 0.408
C 2.804 -7.127 0.016
O 1.968 -7.971 -0.289
C 4.248 -7.409 -0.002
C 5.130 -6.473 0.351
O 6.489 -6.730 0.334
H 2.941 -3.832 1.071
H 0.580 -6.331 0.116
H 4.554 -8.400 -0.313
H 6.916 -5.897 0.632
O -0.102 4.478 -2.867
C -0.128 5.676 -2.607
C -0.536 6.185 -1.288
C -0.569 7.496 -1.043
O -0.948 7.982 0.195
C -0.200 8.488 -2.091
O -0.258 9.688 -1.842
C 0.231 7.979 -3.402
C 0.267 6.667 -3.646
O 0.674 6.181 -4.875
H -0.803 5.453 -0.537
H -0.892 8.959 0.120
H 0.513 8.710 -4.148
H 0.612 5.204 -4.802
*
```

---

Entry 5:
This record from the Open Molecules 2025 dataset describes a cluster of 2 separate species, C18H21O2 in total in a non-equilibrium geometry. The level of theory is ωB97M-V/def2-TZVPD.

LUMO energy = -0.154 Eh

```
! wB97M-V def2-TZVPD RIJCOSX def2/J DEFGRID3
* xyz 1 1
C 1.397 2.583 -0.681
C 1.420 2.592 0.820
O 0.119 2.024 1.229
C -0.560 1.931 0.118
H 0.101 -0.866 -0.477
C -1.994 1.969 0.111
C -2.370 3.318 0.107
C -3.707 3.656 0.100
C -4.670 2.625 0.097
C -4.285 1.272 0.065
C -2.930 0.911 0.048
O 0.093 1.978 -1.003
H 1.435 3.611 -1.080
H 2.191 1.951 -1.107
H 2.214 1.941 1.236
H 1.501 3.627 1.215
H -1.592 4.088 0.124
H -3.929 4.732 0.125
H -5.723 2.892 0.122
H -5.063 0.503 0.065
H -2.582 -0.128 -0.022
C -0.737 -2.728 -1.014
C 0.112 -1.874 -0.063
C -0.578 -1.890 1.353
C 1.601 -2.227 -0.091
C 2.469 -1.670 0.855
C 3.846 -1.787 0.695
C 4.369 -2.502 -0.385
C 3.501 -3.122 -1.301
C 2.116 -2.972 -1.165
H -0.373 -2.539 -2.025
H -0.634 -3.800 -0.742
H -1.780 -2.400 -0.919
H 0.024 -1.332 2.087
H -1.552 -1.381 1.212
H -0.778 -2.914 1.820
H 2.034 -1.142 1.689
H 4.507 -1.332 1.420
H 5.444 -2.576 -0.524
H 3.897 -3.671 -2.161
H 1.449 -3.351 -1.953
*
```

---

Entry 6:
This record from the Open Molecules 2025 dataset describes a structure of composition C18H21O5PdSbSe4 in a non-equilibrium geometry. The level of theory is ωB97M-V/def2-TZVPD.

expectation value of S² = 2.018
LUMO energy (alpha / beta) = -0.101 / -0.118 Eh

```
! wB97M-V def2-TZVPD RIJCOSX def2/J DEFGRID3
* xyz 0 3
Pd -1.138 1.226 0.622
C -5.033 3.282 -0.353
O -4.299 2.127 0.006
C -4.830 0.941 -0.551
C -4.093 -0.259 -0.015
O -2.815 -0.434 -0.594
C -2.768 -1.302 -1.715
H -6.108 3.076 -0.356
H -4.738 3.643 -1.345
H -4.810 4.053 0.381
H -4.752 0.967 -1.647
H -5.893 0.846 -0.291
H -4.711 -1.144 -0.195
H -3.944 -0.161 1.062
H -3.490 -2.114 -1.603
H -1.768 -1.730 -1.753
H -2.976 -0.762 -2.644
O 1.050 0.789 -0.015
C 1.440 -0.582 0.168
C 0.125 -1.264 0.566
O -0.177 -2.381 0.242
O -0.616 -0.547 1.410
C 2.342 -0.748 1.399
C 2.942 -1.982 1.631
C 3.726 -2.178 2.756
C 3.920 -1.142 3.661
C 3.315 0.084 3.435
C 2.519 0.280 2.311
C 2.161 -1.080 -1.081
C 3.146 -0.249 -1.613
C 3.867 -0.611 -2.737
C 3.622 -1.832 -3.353
C 2.666 -2.679 -2.817
C 1.940 -2.312 -1.687
H 1.807 1.377 -0.167
H 2.790 -2.795 0.930
H 4.185 -3.143 2.927
H 4.540 -1.293 4.535
H 3.451 0.897 4.138
H 2.043 1.237 2.150
H 3.397 0.693 -1.134
H 4.624 0.057 -3.127
H 4.177 -2.121 -4.235
H 2.474 -3.640 -3.277
H 1.196 -2.982 -1.283
Se -1.458 2.635 -1.204
Sb -0.710 3.746 1.150
Se 1.652 3.895 1.319
Se -2.053 5.689 1.296
Se -1.940 1.926 2.698
*
```

---

Entry 7:
This record from the Open Molecules 2025 dataset describes a structure of composition C18H22AlCl3F6N4O2S. The level of theory is ωB97M-V/def2-TZVPD.

LUMO energy = 0.019 Eh

```
! wB97M-V def2-TZVPD RIJCOSX def2/J DEFGRID3
* xyz 0 1
Al -1.200 0.053 0.069
C -2.830 2.153 -1.893
C -2.870 2.558 -0.430
N -1.773 2.000 0.419
C -0.608 2.948 0.503
C -0.063 3.470 -0.808
C -2.291 1.837 1.812
C -1.276 1.116 2.686
N -0.761 0.026 1.880
C -0.047 -0.996 2.423
C 0.314 -2.024 1.550
F -0.097 -1.852 0.254
C 1.053 -3.120 1.901
F 1.358 -4.034 0.966
C 1.495 -3.272 3.203
C 1.155 -2.274 4.094
F 1.558 -2.366 5.367
C 0.409 -1.165 3.733
F 0.160 -0.233 4.672
H -3.664 2.632 -2.408
H -2.945 1.076 -2.018
H -1.909 2.456 -2.386
H -3.812 2.222 0.005
H -2.850 3.648 -0.325
H 0.187 2.429 1.038
H -0.937 3.786 1.129
H 0.287 2.673 -1.460
H 0.800 4.097 -0.579
H -0.784 4.089 -1.342
H -3.199 1.235 1.752
H -2.557 2.817 2.219
H -1.793 0.762 3.579
H -0.486 1.796 3.023
H 2.065 -4.135 3.514
S 2.312 0.642 0.557
C 2.984 -0.519 -0.446
N 3.447 -1.718 -0.042
C 3.753 -2.610 -1.154
C 3.710 -1.647 -2.360
N 3.155 -0.433 -1.774
H 3.308 -2.015 0.908
H 3.007 -3.402 -1.237
H 4.735 -3.066 -1.037
H 3.074 -2.023 -3.160
H 4.706 -1.464 -2.765
H 2.762 0.335 -2.295
F -3.216 -1.375 -1.396
C -2.959 -0.912 -0.107
F -2.945 -2.046 0.709
H -3.873 -0.372 0.184
Cl -1.723 -0.847 -4.232
C -0.069 -0.978 -3.618
Cl 1.065 -0.906 -4.968
Cl 0.146 -2.512 -2.760
C 0.161 0.220 -2.637
O 0.868 1.138 -2.973
O -0.494 0.102 -1.540
*
```

---

Entry 8:
This record from the Open Molecules 2025 dataset describes a cluster of 2 separate species, C18H22Br3NO3 in total in a non-equilibrium geometry. The level of theory is ωB97M-V/def2-TZVPD.

SMILES = C/C(Br)=C(\Br)[C@@]1(Br)COC(=O)[C@@H]1Cc1cccc(C)c1.CNC(C)=O
LUMO energy = 0.012 Eh

```
! wB97M-V def2-TZVPD RIJCOSX def2/J DEFGRID3
* xyz 0 1
C 3.964 -3.518 0.262
C 3.349 -2.305 0.891
Br 1.472 -2.384 0.973
C 4.035 -1.254 1.342
Br 5.939 -1.437 1.122
C 3.513 0.029 1.978
Br 2.205 -0.225 3.408
C 4.724 0.633 2.792
O 4.189 1.894 3.244
C 3.792 2.437 2.070
O 3.825 3.592 1.841
C 3.293 1.294 1.110
C 1.904 1.820 0.686
C 0.879 0.855 0.145
C 0.979 0.334 -1.142
C -0.017 -0.511 -1.610
C -1.099 -0.868 -0.810
C -1.217 -0.358 0.487
C -2.349 -0.715 1.405
C -0.223 0.515 0.931
H 3.205 -4.245 0.004
H 4.447 -3.203 -0.659
H 4.696 -3.949 0.934
H 5.525 0.955 2.142
H 5.022 -0.017 3.600
H 4.053 1.313 0.331
H 2.104 2.530 -0.116
H 1.467 2.407 1.484
H 1.809 0.604 -1.779
H 0.025 -0.933 -2.604
H -1.869 -1.530 -1.174
H -3.301 -0.590 0.903
H -2.325 -0.055 2.269
H -2.256 -1.729 1.786
H -0.304 0.948 1.917
C -5.428 2.151 -2.854
N -4.705 1.168 -2.067
C -4.956 -0.160 -1.941
C -6.130 -0.726 -2.704
O -4.246 -0.856 -1.231
H -4.759 2.605 -3.586
H -5.813 2.937 -2.203
H -6.260 1.692 -3.377
H -3.907 1.478 -1.535
H -6.193 -1.790 -2.498
H -7.060 -0.252 -2.389
H -5.997 -0.583 -3.777
*
```

---

Entry 9:
This record from the Open Molecules 2025 dataset describes a cluster of 5 separate species, C18H22Br6N2O4 in total in a non-equilibrium geometry. The level of theory is ωB97M-V/def2-TZVPD.

SMILES = O=[N+]([O-])c1ccccc1.O=[N+]([O-])c1ccccc1.BrCCBr.BrCCBr.BrCCBr
LUMO energy = -0.027 Eh

```
! wB97M-V def2-TZVPD RIJCOSX def2/J DEFGRID3
* xyz 0 1
O -35.007 -7.110 -0.293
N -34.613 -6.124 -0.967
O -35.332 -5.604 -1.799
C -33.275 -5.721 -0.681
C -32.613 -4.813 -1.489
C -31.365 -4.309 -1.098
C -30.841 -4.630 0.150
C -31.491 -5.484 0.986
C -32.667 -6.053 0.565
H -33.012 -4.562 -2.460
H -30.825 -3.651 -1.764
H -29.843 -4.277 0.362
H -31.103 -5.670 1.977
H -33.110 -6.678 1.326
O -19.717 4.864 -8.655
N -19.963 5.830 -9.321
O -19.725 5.948 -10.486
C -20.610 7.010 -8.714
C -20.379 8.276 -9.258
C -20.939 9.429 -8.679
C -21.720 9.293 -7.579
C -22.077 8.023 -7.147
C -21.507 6.850 -7.617
H -19.677 8.305 -10.079
H -20.663 10.416 -9.022
H -22.136 10.245 -7.283
H -22.588 7.816 -6.218
H -21.716 5.892 -7.165
Br -25.496 -5.239 -3.850
C -25.911 -7.069 -3.247
C -25.065 -7.468 -1.972
Br -25.340 -9.234 -1.243
H -25.737 -7.747 -4.083
H -26.958 -7.023 -2.946
H -25.282 -6.804 -1.135
H -24.018 -7.350 -2.250
Br -24.853 2.447 -1.590
C -25.378 0.873 -0.396
C -24.035 0.329 0.239
Br -24.273 -1.286 1.518
H -25.749 0.131 -1.103
H -26.153 1.168 0.312
H -23.656 1.136 0.867
H -23.292 0.037 -0.503
Br -27.494 8.164 2.068
C -27.033 8.748 3.955
C -25.700 8.191 4.372
Br -25.820 6.153 4.250
H -27.825 8.296 4.552
H -27.103 9.817 4.157
H -25.549 8.387 5.433
H -24.870 8.619 3.810
*
```

---

Entry 10:
This record from the Open Molecules 2025 dataset describes a structure of composition C18H22BrN2O4PSr in a non-equilibrium geometry. The level of theory is ωB97M-V/def2-TZVPD.

LUMO energy = -0.046 Eh

```
! wB97M-V def2-TZVPD RIJCOSX def2/J DEFGRID3
* xyz 0 1
Sr -0.404 -1.685 0.153
O 6.339 -1.925 2.487
C 6.171 -1.911 1.276
O 6.928 -1.880 0.310
C 4.632 -1.925 0.856
C 4.247 -1.938 -0.480
C 2.897 -1.925 -0.776
N 1.944 -1.890 0.159
C 2.314 -1.876 1.442
C 3.646 -1.900 1.827
C 1.226 -1.777 2.508
O 1.547 -1.436 3.629
O 0.040 -2.038 2.128
H 5.012 -1.951 -1.243
H 2.540 -1.938 -1.804
H 3.903 -1.885 2.875
C -2.623 1.879 -1.438
C -1.140 2.214 -1.564
P -0.093 1.222 -0.390
C -0.442 2.035 1.237
C -0.019 3.490 1.423
C 1.662 1.710 -0.769
C 1.869 3.059 -1.450
H -3.183 2.407 -2.207
H -3.019 2.181 -0.471
H -2.801 0.809 -1.567
H -0.986 3.279 -1.380
H -0.804 1.984 -2.578
H 0.053 1.415 1.995
H -1.524 1.946 1.384
H 1.063 3.588 1.399
H -0.353 3.841 2.399
H -0.463 4.134 0.667
H 2.085 0.922 -1.401
H 2.200 1.665 0.185
H 1.404 3.068 -2.432
H 2.933 3.239 -1.582
H 1.463 3.876 -0.862
Br -2.910 -0.705 1.859
C -3.788 -1.625 0.437
C -5.168 -1.603 0.376
C -5.795 -2.225 -0.697
C -4.989 -2.861 -1.643
C -3.620 -2.843 -1.479
N -2.996 -2.224 -0.460
H -5.731 -1.097 1.142
H -6.869 -2.207 -0.790
H -5.427 -3.357 -2.495
H -2.971 -3.334 -2.195
*
```

---

So what do the calculations give for E? Going down the list: -1423.6243; -2504.6393; -1054.2642; -1942.5158; -848.6773; -11048.4579; -3689.1515; -8701.5963; -16553.3967; -4055.7160 Eh.